1.
The following is a quantum chemistry calculation of a structure of composition C45H42BaN4O7 at a distorted geometry, from the OMol25 dataset.

Output
Orbital gap ... 5.39 eV
E_LUMO ... 4.1 eV
Spin multiplicity ... 1
Total charge ... -2

Atoms and positions in Å:
1 Ba 1.23 -0.50 1.44
2 O 6.22 -0.47 0.49
3 C 6.15 0.78 -0.05
4 C 7.24 1.28 -0.76
5 C 7.22 2.55 -1.30
6 C 6.10 3.34 -1.12
7 C 5.02 2.85 -0.42
8 C 5.00 1.57 0.13
9 C 3.79 1.09 0.90
10 O 3.62 -0.13 1.13
11 N 3.05 2.11 1.34
12 N 2.01 1.68 2.12
13 C 1.43 2.53 2.87
14 C 0.53 2.16 3.94
15 C -0.12 3.18 4.64
16 C -0.83 2.96 5.81
17 C -0.85 1.67 6.33
18 C -0.24 0.63 5.66
19 C 0.43 0.79 4.41
20 O 0.93 -0.20 3.80
21 H 7.05 -0.87 0.21
22 H 8.12 0.65 -0.88
23 H 8.08 2.91 -1.86
24 H 6.07 4.34 -1.55
25 H 4.13 3.45 -0.27
26 H 1.74 3.59 2.81
27 H -0.05 4.19 4.25
28 H -1.33 3.78 6.33
29 H -1.35 1.48 7.28
30 H -0.27 -0.37 6.08
31 C -4.24 0.64 -2.38
32 C -3.02 -0.25 -2.58
33 C -3.09 -0.96 -3.93
34 O -2.95 -1.22 -1.56
35 C -1.75 -1.07 -0.79
36 C -1.04 0.15 -1.39
37 O -1.86 0.54 -2.50
38 C 0.46 -0.07 -1.78
39 O 1.13 -0.45 -0.66
40 C 1.09 1.23 -2.32
41 C 2.45 1.16 -2.63
42 C 3.14 2.27 -3.07
43 C 2.49 3.49 -3.19
44 C 1.15 3.58 -2.87
45 C 0.45 2.45 -2.44
46 C 0.53 -1.13 -2.90
47 C 0.85 -2.44 -2.57
48 C 0.93 -3.43 -3.54
49 C 0.71 -3.11 -4.87
50 C 0.42 -1.80 -5.22
51 C 0.33 -0.82 -4.25
52 C -2.02 -0.96 0.76
53 O -0.86 -0.62 1.37
54 C -3.13 0.10 0.99
55 C -4.49 -0.17 0.89
56 C -5.43 0.83 1.10
57 C -5.02 2.12 1.41
58 C -3.67 2.39 1.54
59 C -2.73 1.39 1.35
60 C -2.55 -2.29 1.32
61 C -2.35 -2.51 2.69
62 C -2.80 -3.67 3.30
63 C -3.46 -4.64 2.56
64 C -3.67 -4.44 1.21
65 C -3.22 -3.27 0.59
66 H -5.14 0.03 -2.37
67 H -4.30 1.37 -3.19
68 H -4.16 1.17 -1.43
69 H -4.03 -1.52 -4.00
70 H -2.26 -1.65 -4.02
71 H -3.04 -0.23 -4.73
72 H -1.13 -1.97 -0.92
73 H -1.03 0.96 -0.65
74 H 2.96 0.21 -2.50
75 H 4.20 2.20 -3.30
76 H 3.03 4.38 -3.51
77 H 0.63 4.53 -2.95
78 H -0.61 2.53 -2.22
79 H 1.07 -2.65 -1.53
80 H 1.16 -4.45 -3.26
81 H 0.78 -3.88 -5.64
82 H 0.26 -1.54 -6.27
83 H 0.09 0.20 -4.53
84 H -4.83 -1.17 0.64
85 H -6.49 0.60 1.03
86 H -5.76 2.90 1.56
87 H -3.33 3.39 1.80
88 H -1.68 1.56 1.51
89 H -1.82 -1.75 3.24
90 H -2.63 -3.82 4.37
91 H -3.80 -5.56 3.03
92 H -4.18 -5.19 0.62
93 H -3.40 -3.12 -0.47
94 N 1.28 -4.51 1.59
95 N 0.86 -3.24 2.10
96 H 1.32 -5.21 2.33
97 H 2.22 -4.39 1.23
98 H 1.00 -3.13 3.10
99 H -0.14 -3.12 1.92



2.
The following is a quantum chemistry calculation of an isolated molecule of C4H5N at a distorted geometry, from the OMol25 dataset.

Output
Relative energy (zero: lowest compared OMol25 entry of this formula, charge and spin) ... 101.7 kJ/mol
Orbital gap ... 9.29 eV
E_LUMO ... 1.1 eV
Spin multiplicity ... 1
Structure (SMILES) ... c1cc[nH]c1

Atoms and positions in Å:
1 C 0.28 -1.07 0.52
2 C 0.78 -0.57 -0.75
3 C 0.24 0.75 -0.92
4 N -0.64 0.92 0.20
5 C -0.60 -0.11 1.09
6 H 0.71 -2.04 0.82
7 H 1.50 -0.77 -1.55
8 H 0.41 1.36 -1.68
9 H -1.29 1.70 0.42
10 H -1.37 -0.17 1.85



3.
The following is a quantum chemistry calculation of a structure of composition C39H34NiOP2Si, from the OMol25 dataset.

Output
Relative energy (zero: lowest compared OMol25 entry of this formula, charge and spin) ... 0.0 kJ/mol
Orbital gap (spin up / spin down) ... 7.11 / 7.34 eV
E_LUMO (spin up / spin down) ... 0.7 / -0.1 eV
Spin multiplicity ... 3
<S²> ... 2.019

Atoms and positions in Å:
1 Ni -0.26 -0.14 0.27
2 C 0.25 -1.66 -3.04
3 Si 0.43 -0.21 -1.88
4 C -0.40 1.28 -2.74
5 C -0.34 1.52 -4.12
6 C -0.94 2.63 -4.69
7 C -1.63 3.54 -3.89
8 C -1.71 3.32 -2.52
9 C -1.09 2.21 -1.95
10 P -1.25 1.84 -0.17
11 C -0.68 3.35 0.67
12 C -0.87 3.47 2.05
13 C -0.38 4.57 2.75
14 C 0.30 5.57 2.07
15 C 0.51 5.46 0.70
16 C 0.02 4.36 0.01
17 C -3.08 1.91 0.01
18 C -3.78 2.99 0.55
19 C -5.17 2.97 0.59
20 C -5.87 1.89 0.08
21 C -5.18 0.82 -0.47
22 C -3.80 0.83 -0.50
23 C 2.27 0.28 -1.89
24 C 3.01 0.46 -3.07
25 C 4.33 0.90 -3.03
26 C 4.94 1.15 -1.80
27 C 4.23 0.96 -0.63
28 C 2.91 0.53 -0.67
29 P 1.96 0.12 0.83
30 C 2.81 1.06 2.15
31 C 2.57 2.43 2.23
32 C 3.23 3.21 3.16
33 C 4.15 2.63 4.03
34 C 4.40 1.26 3.96
35 C 3.74 0.48 3.02
36 C 2.48 -1.60 1.19
37 C 3.42 -2.28 0.42
38 C 3.76 -3.60 0.72
39 C 3.17 -4.24 1.80
40 C 2.23 -3.57 2.57
41 C 1.88 -2.27 2.26
42 H 0.70 -1.46 -4.02
43 H 0.73 -2.54 -2.60
44 H -0.81 -1.89 -3.19
45 H 0.18 0.82 -4.76
46 H -0.88 2.79 -5.76
47 H -2.10 4.41 -4.33
48 H -2.26 4.02 -1.90
49 H -1.40 2.69 2.59
50 H -0.54 4.64 3.81
51 H 0.68 6.43 2.61
52 H 1.05 6.23 0.17
53 H 0.18 4.29 -1.06
54 H -3.25 3.85 0.93
55 H -5.70 3.81 1.02
56 H -6.96 1.88 0.12
57 H -5.72 -0.03 -0.87
58 H -3.25 -0.01 -0.92
59 H 2.55 0.27 -4.03
60 H 4.88 1.04 -3.95
61 H 5.97 1.50 -1.77
62 H 4.72 1.15 0.32
63 H 1.85 2.89 1.57
64 H 3.03 4.27 3.22
65 H 4.67 3.23 4.76
66 H 5.11 0.80 4.63
67 H 3.95 -0.58 2.96
68 H 3.89 -1.78 -0.42
69 H 4.49 -4.11 0.11
70 H 3.44 -5.26 2.03
71 H 1.76 -4.07 3.41
72 H 1.13 -1.76 2.86
73 C -2.91 -1.89 1.30
74 C -1.56 -1.52 0.75
75 O -0.71 -2.40 0.61
76 H -2.78 -2.64 2.08
77 H -3.49 -2.34 0.49
78 H -3.45 -1.02 1.66



Across the entries above, molar mass takes the values 888.18; 67.09; 667.43 g mol⁻¹, respectively.